Here is a molecular structure, C31H34N6O2S2Zr from the Open Molecules 2025 dataset. Energies are from ωB97M-V with the def2-TZVPD basis set.

XYZ file:
```
76
Properties=species:S:1:pos:R:3:mulliken_charge:R:1
Zr -0.155 -0.085 0.079 -1.13
S -2.599 -1.790 -1.546 0.32
S -2.641 1.919 1.443 0.23
O -1.607 1.316 0.407 -0.35
O -1.764 -1.295 -0.294 0.82
N 0.827 -2.116 -0.261 0.61
N -0.647 1.988 -2.673 -0.14
N 0.911 -0.767 -5.941 -0.25
N 0.870 -1.577 -3.798 -0.70
N 0.102 0.628 -4.319 -0.71
N 0.175 -0.119 -2.062 1.24
C -4.764 -5.085 -1.685 -0.78
C 0.403 3.780 1.149 -1.63
C -3.158 0.517 5.134 -0.84
C 1.672 2.008 -0.120 -0.23
C -3.505 -3.182 -0.988 0.72
C 1.019 1.537 2.143 -0.16
C 1.097 -3.068 0.644 -0.45
C -2.401 -0.644 5.172 -0.69
C -2.495 0.870 2.857 1.04
C -4.615 0.021 0.656 0.57
C -5.049 -5.353 -0.352 -0.57
C -1.721 -0.286 2.901 0.36
C 0.648 -1.330 -2.560 0.13
C -0.120 0.815 -3.045 0.30
C -4.256 1.507 0.777 -1.11
C -1.671 -1.047 4.055 -1.50
C 0.624 -0.551 -4.685 0.10
C 1.503 -4.340 0.285 -1.01
C -3.773 -3.433 0.353 -0.09
C 1.353 -3.661 -2.009 -0.85
C -4.980 -0.424 -0.758 -1.47
C -3.969 -3.999 -2.017 -0.51
C -4.548 -4.540 0.661 -0.95
C -3.202 1.288 3.978 -1.00
C 2.434 -0.029 0.948 -0.64
C -3.845 -0.496 -1.766 -0.50
C 1.023 2.424 1.053 0.69
C 1.634 -4.642 -1.062 -0.73
C 2.399 0.812 -0.163 -0.53
C 1.711 0.324 2.095 -0.56
C 0.953 -2.412 -1.575 0.71
H -0.346 3.839 1.937 0.41
H -3.384 -2.797 1.137 0.36
H -3.813 -0.596 1.064 -0.67
H 0.509 1.816 3.058 0.70
H 1.716 -5.072 1.052 0.52
H 0.993 -2.798 1.689 0.55
H -5.470 -1.398 -0.700 0.48
H 1.680 2.660 -0.986 0.70
H -3.710 0.837 6.008 0.49
H -0.851 2.239 -1.720 -0.06
H -3.257 0.425 -1.849 0.25
H 1.305 -1.651 -6.231 0.28
H -4.914 2.050 1.464 0.58
H -3.721 -3.805 -3.055 0.49
H 1.451 -3.850 -3.068 0.65
H 1.955 -5.626 -1.378 0.53
H 0.759 -0.043 -6.631 0.29
H -1.074 -1.948 4.098 0.57
H -5.146 -5.730 -2.465 0.46
H -4.292 2.074 -0.159 0.67
H -1.132 -0.649 2.049 1.34
H 3.028 -0.933 0.930 0.57
H -0.029 4.104 0.202 0.40
H -4.767 -4.772 1.694 0.48
H 1.191 4.496 1.400 0.39
H -2.366 -1.236 6.077 0.50
H -3.780 2.206 3.970 0.54
H -5.659 -6.210 -0.097 0.46
H -0.798 2.682 -3.393 0.31
H -4.227 -0.709 -2.769 0.71
H -5.728 0.249 -1.185 0.54
H 2.948 0.550 -1.060 0.53
H -5.477 -0.162 1.298 0.64
H 1.735 -0.314 2.972 0.56
```

Values from the calculation:
LUMO, hartree: -0.4772
HOMO-LUMO gap, Ha: 0.23607
Charge: +4
HOMO energy, eV: -19.408


Here is C31H35BO2S in the gas phase in a non-equilibrium geometry from the Open Molecules 2025 dataset. Energies are from ωB97M-V with the def2-TZVPD basis set.

XYZ file:
```
70
Properties=species:S:1:pos:R:3:mulliken_charge:R:1
S 2.107 3.091 1.650 -0.20
O 0.930 -0.708 3.873 -0.46
O 1.316 -0.456 1.585 -0.30
C -3.136 -0.129 -0.883 -0.71
C -3.434 4.115 2.570 -1.56
C -2.715 -2.958 5.589 -0.61
C -3.015 -1.587 5.569 -1.24
C -4.495 0.717 0.926 -0.87
C 3.622 -0.154 1.842 -1.81
C 3.311 3.822 2.674 0.77
C -4.315 0.496 -0.439 -0.65
C 3.245 -0.876 4.549 -1.89
C 3.045 3.603 4.009 -0.78
C -1.175 -0.594 2.372 0.11
C -2.205 3.281 2.648 1.05
C -1.700 -1.357 3.541 0.85
C 2.474 -1.115 2.082 1.91
C -1.891 -3.531 4.605 -0.83
C -2.483 -0.786 4.549 0.11
C 0.084 1.619 2.803 2.69
C 2.738 -2.383 1.294 -2.05
C 2.156 -1.405 3.638 1.84
C 1.339 2.377 3.018 0.24
C -2.117 -0.411 0.025 -0.24
C -2.261 -0.159 1.414 0.46
C -0.820 1.785 3.945 -1.63
C -0.492 2.040 1.499 -1.93
C -1.407 -2.727 3.577 -0.62
C -1.537 2.913 1.469 -1.22
C 4.501 4.495 2.139 -1.28
C 1.874 2.821 4.218 -0.55
C -3.513 0.310 1.839 -0.04
C -1.855 2.672 3.876 -1.19
C 1.989 -2.882 4.020 -1.81
B 0.388 -0.211 2.648 1.49
H 2.870 -2.147 0.234 0.44
H 3.656 -2.855 1.652 0.38
H 4.229 5.318 1.470 0.31
H -1.173 -0.852 -0.324 0.37
H -3.456 4.680 1.633 0.42
H -0.567 -1.249 1.718 -0.32
H 5.113 3.768 1.586 0.27
H -2.650 0.296 4.564 0.02
H 1.922 -3.096 1.391 0.31
H 4.192 -1.403 4.358 0.35
H 4.588 -0.577 2.141 0.38
H -3.722 0.403 2.904 0.44
H -0.049 1.647 0.582 0.79
H 3.676 0.071 0.770 0.43
H 3.384 0.192 4.387 0.29
H -3.656 -1.139 6.341 0.41
H 3.689 3.993 4.793 0.34
H -3.489 4.830 3.398 0.41
H -1.920 3.280 0.510 0.32
H 2.889 -3.463 3.789 0.40
H 2.979 -1.047 5.601 0.45
H -5.099 0.767 -1.145 0.41
H -1.618 -4.591 4.627 0.40
H -0.561 1.272 4.875 0.92
H -4.329 3.472 2.615 0.23
H 1.127 -3.348 3.537 0.21
H 1.817 -2.963 5.105 0.42
H -2.443 2.921 4.772 0.34
H -0.822 -3.162 2.757 0.63
H 5.100 4.890 2.964 0.36
H 3.449 0.799 2.355 0.10
H -3.023 -0.374 -1.946 0.40
H 1.460 2.575 5.197 0.49
H -5.426 1.173 1.297 0.42
H -3.100 -3.586 6.391 0.37
```

Values from the calculation:
LUMO, hartree: -0.0471
HOMO-LUMO gap, Ha: 0.20872
Charge: 0
HOMO energy, eV: -6.962


Here is a molecular structure, C31H35ClN2RuSi2 in a non-equilibrium geometry from the Open Molecules 2025 dataset. Energies are from ωB97M-V with the def2-TZVPD basis set.

XYZ file:
```
72
Properties=species:S:1:pos:R:3:mulliken_charge:R:1
Ru -1.000 -0.283 3.087 0.40
Cl 3.391 0.817 1.669 -0.34
Si 2.565 0.876 -0.270 -0.01
Si -0.931 -0.851 -1.726 0.03
N 0.858 -0.657 4.076 -0.15
N -0.090 1.689 3.550 -0.46
C -3.151 -0.621 3.564 -0.34
C 1.317 2.306 -0.182 0.49
C 1.248 0.405 5.072 -0.65
C 0.222 -3.337 -0.012 -1.06
C 0.434 4.463 -0.891 -0.59
C 1.511 -0.744 -0.196 1.01
C -2.710 -1.306 2.364 -0.81
C 0.022 -0.870 -0.100 3.20
C -1.225 2.883 -3.561 -0.65
C 1.594 -3.210 -0.072 -0.97
C 0.752 0.937 -3.337 0.04
C -0.001 3.070 -4.213 -0.50
C 0.510 -3.477 -5.304 -0.52
C -0.881 3.092 0.587 -0.55
C 1.443 -3.128 -4.328 -1.11
C 1.034 -2.365 -3.231 0.30
C -1.519 -2.164 4.193 -0.99
C -0.306 -2.010 -3.069 0.62
C 0.282 1.558 4.972 -0.46
C -1.455 1.742 -2.787 -0.40
C -0.745 4.256 -0.172 -0.94
C -0.829 -3.086 -5.169 -0.67
C -1.685 -2.276 2.778 0.09
C -0.470 0.758 -2.674 0.52
C 2.212 -1.947 -0.153 -1.07
C -0.583 -2.195 -0.019 -2.07
C 0.985 2.087 -4.105 -0.87
C -2.385 -1.123 4.676 -0.83
C 0.189 2.192 0.642 0.67
C -1.247 -2.378 -4.039 -0.61
C 1.447 3.496 -0.917 -0.41
H 2.203 -4.121 -0.087 0.40
H 0.114 1.358 1.355 0.28
H 1.948 2.219 -4.601 0.43
H 0.740 2.482 5.352 0.45
H 0.198 3.991 -4.768 0.41
H 0.872 -1.563 4.552 0.37
H 2.275 0.734 4.841 0.34
H -1.176 -2.979 2.129 0.45
H -0.541 -0.048 0.379 -1.19
H -2.389 -0.875 -1.538 -0.30
H -0.255 -4.319 0.079 0.56
H -2.296 -2.092 -3.907 0.32
H 1.595 -0.750 3.372 0.04
H 1.230 -0.024 6.076 0.33
H -0.645 1.323 5.516 0.31
H 0.549 5.384 -1.469 0.41
H -1.646 -2.340 0.215 0.96
H 3.306 -1.933 -0.219 0.41
H 3.729 1.047 -1.070 -0.10
H 2.327 3.665 -1.538 0.37
H -2.461 -0.802 5.706 0.54
H -2.411 1.612 -2.270 0.30
H -0.869 -2.803 4.793 0.73
H -3.071 -1.159 1.351 0.57
H -1.992 3.654 -3.633 0.42
H 0.757 1.929 3.025 0.34
H -1.550 -3.349 -5.943 0.40
H 2.485 -3.436 -4.403 0.42
H 1.786 -2.073 -2.493 0.38
H 0.823 -4.048 -6.177 0.38
H -0.727 2.468 3.385 0.16
H 1.547 0.185 -3.269 0.35
H -3.909 0.155 3.605 0.47
H -1.538 5.006 -0.189 0.43
H -1.808 2.903 1.139 0.51
```

Values from the calculation:
LUMO (spin up / spin down), hartree: -0.0834 / -0.1501
Expectation value of S²: 8.80
HOMO-LUMO gap (spin up / spin down), Ha: 0.23974 / 0.24496
Charge: +1
HOMO energy (spin up / spin down), eV: -8.794 / -10.749
2S+1: 6